No. 1
Here is C21H30F5NOOsP2S as an isolated structure in a non-equilibrium geometry from the Open Molecules 2025 dataset. Energies are from ωB97M-V with the def2-TZVPD basis set.

Results
expectation value of S²: 6.071
HOMO level (alpha / beta): -4.86 / -7.68 eV
2S+1: 5
charge: 0
HOMO-LUMO gap (alpha / beta): 5.0430 / 5.8338 eV
molar mass: 691.7 g mol⁻¹
lowest unoccupied orbital energy (alpha / beta): 0.19 / -1.84 eV
energy relative to the best compared isomer or geometry (same formula, charge and spin): 20.9 kcal per mole

Last column: Löwdin charge in e.
CARTESIAN COORDINATES (ANGSTROEM)
Os 0.20799 -0.08151 -0.68467  0.875
P 2.19171 -0.32996 -1.77848  0.695
P -2.14736 0.49454 0.28257  0.570
N -0.53088 0.26958 -2.28637  -0.251
H 0.29555 -1.68105 -0.75363  -0.020
C 2.90226 -2.00117 -1.92098  -0.246
H 3.87929 -1.91548 -2.41646  0.052
H 2.22766 -2.61696 -2.52414  0.050
H 3.02156 -2.44633 -0.92868  0.031
C 3.61698 0.59025 -1.08599  -0.228
H 4.52315 0.31232 -1.63690  0.054
H 3.75064 0.37334 -0.02154  0.035
H 3.42215 1.65943 -1.20494  0.058
C 2.30311 0.26476 -3.49648  -0.250
H 3.33420 0.12381 -3.85029  0.054
H 2.05474 1.32968 -3.54578  0.052
H 1.62223 -0.29896 -4.13937  0.042
C -3.32976 -0.79087 0.87923  -0.280
H -4.25382 -0.28363 1.19450  0.050
H -2.91859 -1.37011 1.72505  0.008
H -3.54375 -1.48361 0.05285  0.055
C -2.11215 1.84073 1.48539  -0.251
H -3.15598 1.99804 1.78070  0.064
H -1.72811 2.73432 0.98644  0.064
H -1.50636 1.62544 2.35923  -0.006
C -3.22600 1.37880 -0.93263  -0.255
H -4.14878 1.60795 -0.37589  0.049
H -3.44644 0.74194 -1.79873  0.044
H -2.73731 2.31200 -1.24160  0.045
C -1.05750 0.35766 -3.51630  -0.419
C -1.99993 -0.62701 -5.55670  -0.102
C -1.47471 -0.78615 -4.28324  -0.035
C -1.21288 1.64453 -4.12776  -0.049
C -1.74035 1.76778 -5.40142  -0.100
C -2.13863 0.64246 -6.12805  -0.100
H -2.31127 -1.49641 -6.12716  0.100
H -1.37488 -1.77713 -3.83897  0.106
H -0.89545 2.51077 -3.54944  0.105
H -1.84375 2.75481 -5.83407  0.099
H -2.55458 0.75489 -7.13643  0.103
C 1.99364 -0.00970 1.68582  -0.668
O 1.54352 0.68507 0.69979  -0.413
C 2.35351 -1.45846 1.63355  -0.120
H 2.32839 -1.83779 2.67258  0.085
H 3.37220 -1.62300 1.24390  0.074
H 1.64653 -2.06781 1.05962  0.024
C 2.27385 0.57426 3.00182  -0.059
H 1.85277 -0.10727 3.75161  0.063
H 1.86889 1.57938 3.16437  0.089
H 3.36224 0.55765 3.15089  0.091
F 0.15959 -0.67285 7.69067  0.108
C -0.19270 -0.59310 6.38988  -0.128
C -0.41413 0.64618 5.79774  -0.133
F -0.34245 1.77500 6.53597  0.103
C -0.61105 0.72512 4.40213  -0.193
F -0.61720 2.02497 3.92995  0.024
C -0.66954 -0.41641 3.57285  -0.198
S -0.57750 -0.76575 1.50785  0.615
C -0.53683 -1.63449 4.23003  -0.255
F -0.60479 -2.79730 3.53824  0.046
C -0.24804 -1.74519 5.60552  -0.132
F 0.09512 -2.94197 6.11234  0.108

Cartesian forces (eV/Å) of the 6 atoms listed first:
Os 0.1 -0.1 0.1
P 1.5 0.1 -0.3
P -0.3 -0.4 0.3
N -1.3 0.3 -1.8
H -0.4 0.2 0.1
C -0.1 0.0 -0.1

---

No. 2
Here is one molecule with the formula C21H30N4O4S from the Open Molecules 2025 dataset. Energies are from ωB97M-V with the def2-TZVPD basis set.

Results
SMILES: COCCCNC(=S)N(CCN(C)C)Cc1cc2cc3c(cc2[nH]c1=O)OCCO3
HOMO level: -7.74 eV
charge: 0
HOMO-LUMO gap: 8.2042 eV
molar mass: 434.6 g mol⁻¹
lowest unoccupied orbital energy: 0.47 eV
energy relative to the best compared isomer or geometry (same formula, charge and spin): 67.4 kcal per mole

Last column: Löwdin charge in e.
CARTESIAN COORDINATES (ANGSTROEM)
C -1.17794 -2.40626 1.99149  -0.113
O -1.17724 -2.52867 0.59202  -0.250
C -1.97429 -3.60467 0.13820  -0.245
C -2.14449 -3.50857 -1.37544  -0.142
C -3.21408 -2.49310 -1.79273  -0.224
N -2.86645 -1.12960 -1.48346  0.007
C -3.31727 -0.46164 -0.39447  -0.770
S -4.42815 -1.15456 0.63202  0.700
N -2.88944 0.81097 -0.22445  -0.099
C -3.25048 1.56142 0.95652  -0.177
C -2.09379 1.69122 1.95260  -0.169
N -0.99839 2.51039 1.45990  -0.276
C -1.29982 3.92616 1.49417  -0.089
C 0.23161 2.23615 2.17050  -0.091
C -2.07858 1.50466 -1.19865  -0.094
C -0.58955 1.33469 -1.03748  -0.111
C 0.00707 0.21961 -0.56224  0.032
C 1.42605 0.12446 -0.43787  -0.151
C 2.06361 -1.02588 0.03099  0.074
C 3.43774 -1.07585 0.14407  -0.193
C 4.20724 0.05442 -0.19251  -0.194
C 3.58883 1.19235 -0.68142  0.073
C 2.20512 1.23496 -0.81520  -0.189
N 1.56564 2.34523 -1.29738  0.176
C 0.20507 2.49029 -1.44923  -0.432
O -0.25072 3.52706 -1.90134  0.055
O 5.56683 0.07343 -0.05300  -0.021
C 6.07417 -0.98914 0.72601  -0.145
C 5.40508 -2.30169 0.32471  -0.151
O 4.02080 -2.23864 0.58330  -0.027
H -0.81263 -3.32383 2.46878  0.092
H -2.18595 -2.18954 2.36375  0.071
H -0.50935 -1.58215 2.23762  0.078
H -1.48395 -4.55462 0.40574  0.124
H -2.95588 -3.57370 0.62883  0.094
H -1.18213 -3.23803 -1.81599  0.116
H -2.43728 -4.48696 -1.75725  0.114
H -3.37291 -2.56363 -2.87437  0.119
H -4.15371 -2.71542 -1.28178  0.070
H -2.02410 -0.79428 -1.92421  0.121
H -4.06870 1.02977 1.44857  0.046
H -3.61260 2.54608 0.65089  0.119
H -1.70618 0.68764 2.14065  0.111
H -2.49745 2.08345 2.90261  0.128
H -1.41265 4.30683 2.52208  0.088
H -0.49416 4.47001 1.00361  0.086
H -2.21854 4.12769 0.94959  0.077
H 0.16241 2.46726 3.24549  0.091
H 1.03152 2.83756 1.74015  0.086
H 0.49330 1.18494 2.05506  0.075
H -2.38182 1.21080 -2.21232  0.141
H -2.28086 2.57594 -1.11398  0.125
H -0.56848 -0.63387 -0.23603  0.099
H 1.47994 -1.89106 0.30184  0.126
H 4.20187 2.03899 -0.94726  0.128
H 2.12542 3.14556 -1.56733  0.165
H 7.14956 -1.01771 0.54590  0.133
H 5.88266 -0.79524 1.79017  0.140
H 5.79156 -3.13860 0.90771  0.133
H 5.57993 -2.48460 -0.74479  0.140

Cartesian forces (eV/Å) of the 6 atoms listed first:
C -0.1 -0.1 0.2
O 0.0 0.1 -0.3
C 0.0 -0.4 -0.1
C -0.2 0.3 0.4
C 0.0 -0.5 -0.2
N 0.3 0.5 0.0

---

No. 3
Here is C21H30ORhS3Si2 as an isolated structure from the Open Molecules 2025 dataset. Energies are from ωB97M-V with the def2-TZVPD basis set.

Results
HOMO level: -3.71 eV
charge: -1
HOMO-LUMO gap: 6.3832 eV
molar mass: 553.7 g mol⁻¹
lowest unoccupied orbital energy: 2.67 eV
energy relative to the best compared isomer or geometry (same formula, charge and spin): 0.0 kcal per mole

Last column: Löwdin charge in e.
CARTESIAN COORDINATES (ANGSTROEM)
Rh -0.76450 0.05125 0.17310  0.061
C 2.52237 -0.85316 1.58348  -0.239
Si 1.60686 -0.04140 0.13420  0.408
C 2.33889 -0.85887 -1.43344  -0.225
C 2.30830 1.72183 -0.01584  -0.306
C 3.64787 2.07463 0.14782  -0.105
C 4.07377 3.38545 -0.02779  -0.112
C 3.15483 4.36596 -0.37943  -0.112
C 1.81910 4.02507 -0.55195  -0.105
C 1.38339 2.71104 -0.37131  -0.295
Si -0.41491 2.15708 -0.61864  0.405
C -1.50834 3.54530 0.01418  -0.213
C -0.72014 2.09130 -2.48737  -0.209
H 3.61012 -0.84826 1.45978  0.015
H 2.20370 -1.88660 1.73700  0.001
H 2.28254 -0.30671 2.50032  0.009
H 3.42998 -0.76127 -1.43570  0.020
H 1.96695 -0.36260 -2.33556  0.014
H 2.10223 -1.91953 -1.51550  -0.008
H 4.37468 1.31499 0.42413  0.091
H 5.11708 3.64558 0.11178  0.089
H 3.48041 5.39134 -0.51340  0.089
H 1.10780 4.80044 -0.82276  0.090
H -1.25956 4.47666 -0.50330  0.018
H -1.35145 3.68523 1.08594  0.022
H -2.56108 3.31590 -0.15906  0.017
H -0.44803 3.04913 -2.94448  0.022
H -1.77573 1.89795 -2.69097  0.017
H -0.12288 1.30780 -2.96250  0.009
C -4.67094 1.61450 2.14841  -0.148
C -3.27288 1.13434 1.82120  -0.793
S -3.09681 0.30942 0.29454  0.554
C -2.21917 1.36547 2.61978  -0.768
C -2.28966 2.14178 3.90635  -0.138
S -0.60671 0.81067 2.20604  0.613
H -5.38749 1.18234 1.45211  0.045
H -4.74555 2.70352 2.06727  0.074
H -4.97481 1.33622 3.16066  0.065
H -3.32046 2.33364 4.20282  0.057
H -1.77989 3.10522 3.80362  0.069
H -1.79857 1.60460 4.72208  0.062
C -1.46180 -1.83936 -1.86922  -0.274
S -1.85879 -2.97745 -0.52151  0.867
O -3.10939 -3.66197 -0.94617  -0.529
C -0.51919 -4.15038 -0.77237  -0.381
C -0.77406 -5.32714 -1.45377  -0.076
C 0.24897 -6.25407 -1.60601  -0.087
C 1.50465 -6.00206 -1.07220  -0.095
C 1.74298 -4.82516 -0.37441  -0.078
C 0.72477 -3.89881 -0.21289  -0.094
H -1.41842 -2.38628 -2.81067  0.070
H -0.46338 -1.37632 -1.68485  0.025
H -2.25408 -1.09591 -1.90791  0.012
H -1.77125 -5.49793 -1.84131  0.105
H 0.06379 -7.17876 -2.13864  0.099
H 2.29795 -6.72939 -1.19118  0.097
H 2.71894 -4.62855 0.05096  0.106
H 0.88700 -2.98765 0.34451  0.074

Cartesian forces (eV/Å) of the 6 atoms listed first:
Rh 0.1 -0.1 -0.4
C 0.0 0.1 0.1
Si 0.0 0.1 -0.2
C 0.0 0.0 0.0
C 0.0 -0.1 0.1
C 0.1 0.0 0.0

---

> Look up the energy relative to the best compared isomer or geometry (same formula, charge and spin) of the first one.

20.9 kcal per mole

---

> molar mass of number 1 (C21H30F5NOOsP2S)?

691.7 g mol⁻¹

---

> What is the formula in the third record?

C21H30ORhS3Si2

---

> Number 3 is which compound?

C21H30ORhS3Si2